This record from the Open Molecules 2025 dataset describes C15H42BNO17 as an isolated structure. The level of theory is the ωB97M-V functional and the def2-TZVPD basis.

Element x y z (Å)
C 1.5009 -0.4269 3.0897
C 0.4947 -1.3681 3.6410
C -0.4598 -2.0114 2.5567
C -1.7960 -2.8072 3.1594
N -2.6913 -3.2674 2.0042
C -3.8779 -3.9260 2.5649
C -4.4911 -4.8287 1.5698
C -3.2483 -5.2729 0.7964
C -2.0647 -4.4936 1.4221
C -2.9648 -2.3239 0.7819
C -3.6037 -1.0129 1.3849
C -4.8053 -0.3336 0.6456
H 1.2471 0.5363 2.6643
H 1.7864 -1.0081 2.4685
H 2.2096 -0.1636 3.7229
H -0.1188 -0.7365 4.3599
H 0.9857 -2.2889 3.9705
H 0.2344 -2.7879 2.1779
H -0.8088 -1.2821 1.8106
H -2.2173 -2.0782 3.7291
H -1.2733 -3.6426 3.7504
H -4.6713 -3.2302 2.7142
H -3.6999 -4.3242 3.5478
H -5.1816 -4.4400 1.1069
H -4.9149 -5.7727 2.2703
H -3.4190 -5.0009 -0.1974
H -2.8154 -6.3515 0.7331
H -1.3772 -4.0775 0.7426
H -1.5059 -5.1228 2.0956
H -3.7776 -2.6339 0.1754
H -2.2724 -2.2861 0.2226
H -2.7635 -0.2384 1.3848
H -3.7628 -1.0569 2.2899
H -4.9279 0.5122 1.1409
H -5.5514 -1.0146 0.9068
H -4.6091 -0.0657 -0.4806
O 4.3610 4.2455 -0.0837
C 3.6954 3.4682 -0.6743
O 2.6892 2.9569 -0.2696
B 2.3633 1.8045 -1.1655
O 3.4962 1.7553 -2.0718
C 4.0582 2.8690 -1.9535
O 4.2510 3.5473 -2.9728
O 1.0800 1.9826 -1.8461
C 0.3997 1.0614 -1.4443
O -0.7931 0.8607 -1.5546
C 1.1519 0.1113 -0.5593
O 2.2304 0.6077 -0.2717
O 0.7257 -0.9382 -0.1924
O 5.1683 4.0581 2.6728
H 4.8245 4.0831 1.7842
H 4.6050 3.2801 2.9733
O 4.7050 4.3121 -5.4026
H 4.4021 4.0662 -4.5963
H 5.2922 5.1070 -5.2677
O 4.5332 -1.0282 -2.4771
H 3.5920 -0.6872 -2.5029
H 4.9639 -0.1762 -2.9149
O 2.4826 5.9100 -2.8138
H 3.2222 5.4690 -3.1376
H 1.7389 5.3345 -3.0572
O -2.3451 3.0386 -2.4068
H -1.7616 2.3449 -1.8823
H -2.1070 3.9327 -2.0594
O 0.4244 4.1112 -3.8987
H 0.3382 3.2231 -3.4650
H -0.1715 4.3108 -4.6285
O 1.3959 -3.5748 -0.6717
H 1.4875 -2.6730 -0.3309
H 0.8658 -3.5849 -1.4925
O 3.9009 6.9194 -0.4306
H 4.3956 6.1053 -0.3909
H 3.4857 6.7318 -1.1084
O -2.4929 -1.7702 -2.7869
H -3.3873 -1.5603 -3.0215
H -2.0553 -0.9878 -2.5499

Its gap between HOMO and LUMO is 9.025 eV. For the energy above the lowest of the compared OMol25 structures with the same formula, charge and spin, the calculation gives 358.99 kJ/mol. The charge is 0. Its spin multiplicity is 1. For the LUMO energy, the calculation gives -0.6 eV. Its HOMO energy is -9.66 eV.

These are the Löwdin partial charges, in e, on atoms 1 to 4:
1 C -0.08
2 C -0.22
3 C -0.13
4 C -0.04